[1]
The following is a quantum chemistry calculation of C7H9F3S in the gas phase at a distorted geometry, from the Open Molecules 2025 dataset.

Each atom is followed by the atoms it is bonded to, with distances in Å.
Atoms and positions in Å:
1 C -0.14 0.53 0.34  C2 1.327, C4 1.438, H12 1.075
2 C 0.33 -0.29 1.27  C1 1.327, C3 1.482, C5 1.476
3 C 0.87 -1.59 0.81  C2 1.482, S11 1.774, H13 1.154, H14 1.125
4 C -0.05 0.08 -1.03  C1 1.438, C6 1.508, C7 1.700, S11 1.800
5 C 0.27 -0.14 2.74  C2 1.476, H15 1.057, H16 1.121, H17 1.225
6 C 0.75 1.06 -1.85  C4 1.508, H18 1.009, H19 1.123, H20 1.088
7 C -1.60 0.22 -1.70  C4 1.700, F8 1.351, F9 1.306, F10 1.368
8 F -1.98 1.51 -1.57  C7 1.351
9 F -1.56 -0.10 -2.97  C7 1.306
10 F -2.62 -0.42 -1.05  C7 1.368
11 S 0.56 -1.61 -0.94  C3 1.774, C4 1.800
12 H -0.73 1.42 0.48  C1 1.075
13 H 1.96 -1.94 0.93  C3 1.154
14 H 0.48 -2.47 1.40  C3 1.125
15 H 1.15 -0.41 3.25  C5 1.057
16 H -0.55 -0.76 3.18  C5 1.121
17 H -0.03 1.03 2.91  C5 1.225
18 H 0.19 1.88 -2.01  C6 1.009
19 H 1.03 0.69 -2.87  C6 1.123
20 H 1.66 1.31 -1.30  C6 1.088

Calculated values
Multiplicity   3
E_LUMO (alpha / beta)   0.5489 / -3.3736 eV
DFT total energy   -26386.5657 eV
Frontier orbital gap (alpha / beta)   4.20 / 5.39 eV



[2]
The following is a quantum chemistry calculation of C7H9F4P in the gas phase at a distorted geometry, from the Open Molecules 2025 dataset.

Each atom is followed by the atoms it is bonded to, with distances in Å.
Atoms and positions in Å:
1 C 1.91 0.13 0.83  C2 1.314, C3 1.462, F8 1.393
2 C 2.07 -0.94 0.09  C1 1.314, F9 1.284
3 C 0.88 1.10 0.47  C1 1.462, C5 1.515, F10 1.357, H13 1.142
4 C -0.18 -1.14 -1.44  C6 1.435, P12 1.825, H14 1.156
5 C -0.54 0.56 0.46  C3 1.515, C6 1.543, C7 1.529, H15 1.098
6 C -0.97 -0.08 -0.88  C4 1.435, C5 1.543, F11 1.378, H16 1.030
7 C -1.53 1.65 0.85  C5 1.529, H17 1.102, H18 1.005, H19 1.187
8 F 2.71 0.61 1.86  C1 1.393
9 F 2.88 -1.92 0.27  C2 1.284
10 F 0.96 1.67 -0.76  C3 1.357
11 F -1.18 0.86 -1.87  C6 1.378
12 P -0.48 -2.90 -1.10  C4 1.825, H20 1.406, H21 1.329
13 H 0.83 2.08 1.06  C3 1.142
14 H 0.50 -1.02 -2.37  C4 1.156
15 H -0.66 -0.27 1.17  C5 1.098
16 H -1.88 -0.54 -0.70  C6 1.030
17 H -2.57 1.30 0.84  C7 1.102
18 H -1.44 2.35 0.13  C7 1.005
19 H -1.27 2.05 1.94  C7 1.187
20 H -0.88 -2.42 0.15  P12 1.406
21 H 0.83 -3.14 -1.00  P12 1.329

Calculated values
E_LUMO (alpha / beta)   -0.5549 / -1.1742 eV
DFT total energy   -27556.8819 eV
Frontier orbital gap (alpha / beta)   8.99 / 7.10 eV